This record from the Open Molecules 2025 dataset describes a cluster of 16 separate species, C96H120N12O40P4 in total. The level of theory is ωB97M-V/def2-TZVPD.

Calculated values
Total charge: 0
HOMO-LUMO gap: 8.71 eV
Calculated total energy: -8761.54467 hartree

```
272
Properties=species:S:1:pos:R:3:mulliken_charge:R:1
C 6.48176 -10.34910 1.89040 -1.015
C 6.20584 -10.13556 3.28732 -0.309
O 5.67355 -8.76047 3.49934 -0.383
P 4.16537 -8.59472 3.08473 0.359
O 3.48333 -9.83828 2.72102 -0.812
O 3.48427 -7.71781 4.20008 0.211
C 2.54463 -8.33956 5.11010 -0.179
C 2.98622 -8.42334 6.50481 -1.212
O 4.19332 -7.58555 1.88237 -0.081
C 4.91406 -6.35702 1.82580 0.662
C 5.81243 -6.18954 0.64208 -1.400
H 5.56007 -10.57251 1.37618 0.286
H 7.02141 -9.50785 1.50624 0.198
H 7.11347 -11.23504 1.71437 0.410
H 5.50529 -10.88683 3.62270 0.307
H 7.11280 -10.21237 3.91085 0.371
H 1.79179 -7.61279 4.94934 0.112
H 2.28946 -9.32942 4.77255 0.464
H 2.16102 -8.85869 6.99227 0.444
H 3.77849 -9.17686 6.46697 0.293
H 3.29334 -7.44726 6.85691 0.269
H 4.16803 -5.55692 1.84579 -0.393
H 5.38137 -6.22463 2.80354 0.534
H 5.27267 -6.31593 -0.27130 0.241
H 6.25746 -5.21456 0.72288 0.355
H 6.56013 -6.97083 0.71158 0.403
C -0.40273 5.17529 -0.34311 1.153
C 0.12280 4.75239 0.98243 0.397
O 1.54234 4.94332 1.16131 -0.698
P 2.60427 4.48936 0.08405 -1.197
O 2.31167 3.28453 -0.64621 1.457
O 2.80001 5.73746 -0.83572 -0.273
C 3.24307 5.63146 -2.27659 -0.018
C 2.08954 6.02226 -3.12425 -0.459
O 3.93074 4.47420 0.90757 -0.276
C 4.54383 5.56374 1.66819 -0.453
C 5.98372 5.27119 1.96180 -1.177
H 0.05522 4.56709 -1.18107 -0.996
H -1.50681 5.12734 -0.31697 -0.772
H -0.11674 6.22342 -0.49704 0.837
H -0.34471 5.33530 1.76642 0.448
H -0.04029 3.72237 1.11722 -0.454
H 4.04899 6.37193 -2.33305 0.371
H 3.67423 4.66335 -2.42218 -0.056
H 1.22141 5.37588 -2.98542 -0.347
H 1.84180 7.04314 -2.85707 0.461
H 2.42803 5.96716 -4.21437 0.326
H 4.46165 6.45406 1.06807 0.432
H 4.01844 5.72862 2.55029 0.272
H 6.12268 4.42382 2.58361 0.189
H 6.55668 5.18791 1.06755 0.327
H 6.39420 6.11301 2.55922 0.397
C 4.82123 -1.77396 -2.78366 -1.024
C 4.40470 -1.83353 -4.24519 -0.485
O 3.08265 -2.49798 -4.38478 0.555
P 2.97958 -4.00584 -3.97683 -0.310
O 4.22397 -4.78787 -4.03896 -0.902
O 2.32367 -3.88620 -2.58565 1.073
C 1.97009 -5.11472 -1.89791 -1.416
C 2.01976 -4.82556 -0.44484 0.954
O 1.81234 -4.62645 -4.78264 -0.108
C 1.93942 -5.02018 -6.17090 -0.369
C 1.26417 -6.34622 -6.36833 -1.262
H 4.09752 -1.27401 -2.11846 0.000
H 4.93272 -2.80067 -2.45662 0.566
H 5.85492 -1.38943 -2.75181 0.556
H 4.29912 -0.77218 -4.62336 -0.357
H 5.09551 -2.45624 -4.80611 0.779
H 1.01914 -5.51535 -2.20203 0.235
H 2.70581 -5.87674 -2.08001 0.768
H 3.03287 -4.59902 -0.17197 0.044
H 1.36531 -4.01284 -0.16392 -1.485
H 1.73550 -5.75095 0.06794 0.563
H 1.46947 -4.23093 -6.76856 0.204
H 2.98196 -5.04220 -6.35088 0.517
H 0.22141 -6.40004 -6.01946 0.244
H 1.38576 -6.62226 -7.44091 0.396
H 1.92323 -7.02704 -5.74316 0.302
C -8.77033 5.99334 1.36590 -1.391
C -7.38436 6.28888 0.93322 -0.306
O -6.64763 5.00339 0.93223 0.051
P -5.85387 4.48953 2.22464 -0.068
O -6.44678 4.86025 3.51301 -0.877
O -5.86409 2.94296 1.98256 -0.459
C -5.38339 2.33655 0.76249 3.352
C -6.39339 1.30340 0.37372 -1.589
O -4.33068 4.88103 2.03445 1.051
C -4.01086 6.23676 2.45729 -0.123
C -3.69706 6.22226 3.88886 -1.394
H -9.18516 5.29826 0.66754 0.333
H -8.70993 5.43439 2.29507 0.272
H -9.29478 6.94820 1.45654 0.426
H -7.35141 6.73489 -0.04928 0.390
H -6.95549 6.97313 1.66177 0.253
H -5.30855 3.18307 0.06543 -1.000
H -4.33950 1.94804 0.79464 -1.024
H -6.16056 0.84317 -0.59346 0.172
H -6.33689 0.46986 1.10551 0.210
H -7.38988 1.78981 0.38202 0.383
H -3.18445 6.58369 1.90834 0.201
H -4.83883 6.90836 2.19871 0.199
H -2.94876 5.46970 4.20420 0.143
H -3.43943 7.14730 4.36176 0.460
H -4.57868 5.86354 4.38467 0.360
C -1.84889 6.73120 -5.08394 -0.888
C -2.50418 7.85872 -4.61454 -0.767
C -3.19052 7.81093 -3.39359 -0.440
C -3.08979 6.61468 -2.64376 -1.426
C -2.39717 5.49713 -3.11037 1.429
C -1.82183 5.56523 -4.35936 -0.191
N -3.72231 6.55016 -1.39592 1.111
O -3.71874 5.45766 -0.84449 -0.156
O -4.20026 7.57454 -0.92331 -0.751
H -1.16649 6.85396 -5.90811 0.540
H -2.36375 8.74575 -5.21404 0.452
H -3.83371 8.61681 -2.96503 0.470
H -2.31178 4.59114 -2.51660 0.474
H -1.29874 4.64283 -4.62361 0.436
C 5.19321 1.54423 -4.44063 -0.702
C 4.16243 1.79038 -3.49502 -0.351
C 2.91118 2.26397 -3.91539 1.359
C 2.78681 2.62168 -5.29152 -1.303
C 3.77826 2.31597 -6.20862 -0.458
C 4.99825 1.81750 -5.77599 -0.667
N 1.55880 3.21250 -5.72752 0.786
O 1.53715 3.74742 -6.80240 -0.717
O 0.64552 3.24788 -4.93830 0.097
H 6.13159 1.16601 -4.05945 0.453
H 4.25748 1.54599 -2.39650 -0.073
H 2.11588 2.39369 -3.20514 0.468
H 3.62139 2.59274 -7.22980 0.717
H 5.80740 1.62177 -6.47555 0.393
C 4.59545 -1.99705 3.30547 0.015
C 4.55813 -2.65055 4.52416 -1.351
C 3.50431 -3.54531 4.81206 -0.816
C 2.65551 -3.86459 3.77557 -0.023
C 2.72856 -3.29271 2.51072 1.451
C 3.66629 -2.27309 2.32098 -0.486
N 1.61966 -4.82638 3.99751 1.707
O 1.22927 -5.10274 5.08718 -0.776
O 1.18557 -5.37954 3.00395 -0.589
H 5.33977 -1.22720 3.12437 0.424
H 5.37715 -2.50545 5.23614 0.408
H 3.44719 -4.01076 5.78187 0.712
H 1.93457 -3.46275 1.78570 -0.456
H 3.71116 -1.68127 1.36072 -0.319
C 1.29321 -1.11165 -1.03351 -0.210
C 0.58611 -0.79883 0.10508 0.966
C -0.25273 0.33711 0.12078 0.780
C -0.40883 1.04642 -1.07210 -0.180
C 0.26826 0.70467 -2.24833 -0.378
C 1.08537 -0.40363 -2.20925 -0.176
N -1.39383 2.13349 -1.15725 0.695
O -1.53567 2.62037 -2.29047 -0.581
O -1.97641 2.49212 -0.16070 0.201
H 2.00414 -1.93750 -1.00528 0.021
H 0.76488 -1.37080 1.01719 -0.777
H -0.75760 0.55334 1.09106 -1.372
H 0.11966 1.22402 -3.21898 0.307
H 1.64662 -0.62685 -3.07864 -0.069
C -6.09802 -2.90394 -0.36502 -0.974
C -5.38655 -2.08918 0.49709 -0.038
C -5.47516 -2.27947 1.91389 -0.572
C -6.17364 -3.36480 2.35577 0.214
C -6.89180 -4.22309 1.49157 -0.626
C -6.83672 -3.97485 0.10847 -0.528
N -6.27711 -3.63066 3.78671 1.180
O -5.86007 -2.76778 4.52781 -0.584
O -6.81783 -4.66183 4.11412 -0.679
H -5.92784 -2.73661 -1.44451 0.418
H -4.86079 -1.20949 0.17018 1.003
H -4.97769 -1.59707 2.59809 0.355
H -7.45080 -5.07270 1.86316 0.497
H -7.42233 -4.54713 -0.60242 0.392
C -1.63422 2.12818 3.05769 1.723
C -0.63046 2.45717 3.97155 -0.610
C -0.82745 2.34332 5.31325 -1.108
C -2.04753 1.82486 5.74059 -0.570
C -3.06843 1.41184 4.86788 -0.648
C -2.85341 1.62376 3.50198 0.083
N -2.35065 1.74334 7.15200 1.301
O -3.46970 1.30237 7.47608 -0.686
O -1.53290 2.19054 7.93330 -0.666
H -1.46393 2.30276 1.97440 -0.676
H 0.33390 2.76281 3.65835 0.556
H -0.02381 2.53283 5.98335 0.679
H -4.05313 1.09091 5.18916 0.736
H -3.65611 1.50612 2.80435 0.180
C -5.92893 4.57741 -2.85676 -0.296
C -5.32309 3.37934 -3.11838 -0.124
C -4.77741 3.11123 -4.38094 -0.199
C -4.91537 4.08386 -5.37920 -0.249
C -5.53245 5.35308 -5.14969 -1.046
C -6.01022 5.53122 -3.89160 -0.162
N -4.26089 3.82701 -6.61921 1.141
O -3.78414 2.68086 -6.74309 -0.682
O -4.10631 4.67712 -7.45972 -0.640
H -6.31716 4.77178 -1.85037 0.407
H -5.28236 2.56287 -2.38144 0.187
H -4.32023 2.15394 -4.55785 0.728
H -5.65981 6.13894 -5.88653 0.489
H -6.39154 6.54863 -3.63835 0.284
C -3.19507 -3.58124 6.01176 -0.728
C -3.33655 -2.27715 5.56237 -0.739
C -2.86503 -1.91432 4.29266 0.493
C -2.17740 -2.92003 3.58858 0.592
C -2.01762 -4.22920 4.02443 -0.471
C -2.52487 -4.53130 5.28074 -1.009
N -1.73861 -2.58618 2.25002 1.006
O -0.88391 -3.32612 1.73626 -0.693
O -2.15215 -1.57355 1.71181 -0.277
H -3.61036 -3.85612 6.98695 0.441
H -3.75076 -1.55483 6.25657 0.508
H -2.97053 -0.93510 3.86841 -0.624
H -1.52284 -4.97410 3.44538 0.723
H -2.43400 -5.53336 5.70069 0.452
C 0.74306 0.00649 8.03068 -0.858
C -0.20616 -0.81943 7.37491 -0.711
C 0.00832 -1.23701 6.06532 -0.172
C 1.08932 -0.68299 5.40252 0.851
C 2.04046 0.11291 5.97329 -0.617
C 1.79965 0.48690 7.29089 -0.810
N 1.25849 -0.88386 3.99432 0.126
O 0.52287 -1.60863 3.37505 0.461
O 2.12822 -0.19717 3.39902 0.552
H 0.45474 0.39574 9.01050 0.373
H -1.04202 -1.20575 7.92659 0.529
H -0.72871 -1.86044 5.60542 0.074
H 2.95961 0.46805 5.47187 0.110
H 2.51808 1.13367 7.76403 0.476
C -1.37188 0.82812 -6.47964 -0.413
C -0.55961 -0.09182 -5.76972 0.926
C 0.64396 -0.51923 -6.26373 -1.187
C 1.19013 0.13369 -7.39347 -0.408
C 0.41067 1.12502 -8.06549 -0.642
C -0.90773 1.34610 -7.69305 -0.974
N 2.45412 -0.16372 -7.91938 1.189
O 2.88571 0.57815 -8.80610 -0.638
O 3.07700 -1.08459 -7.44279 -0.638
H -2.36058 1.11247 -6.08580 0.541
H -0.92300 -0.57597 -4.82380 0.130
H 1.19870 -1.28165 -5.74089 0.920
H 0.68308 1.62951 -8.92140 0.656
H -1.51933 1.95123 -8.29421 0.531
C -0.95174 -3.81543 -3.41168 -0.113
C -0.91166 -3.22512 -2.16367 -0.124
C -1.84915 -2.24081 -1.80025 0.510
C -2.69167 -1.72303 -2.85771 -0.985
C -2.84041 -2.40389 -4.08481 -0.679
C -1.94633 -3.46234 -4.35851 -1.151
N -3.46172 -0.52606 -2.63666 1.346
O -4.22897 -0.16736 -3.51221 -0.751
O -3.27839 0.11524 -1.62505 -0.221
H -0.29023 -4.65175 -3.60510 0.256
H -0.18683 -3.53082 -1.45265 0.112
H -1.87688 -1.82556 -0.75007 0.658
H -3.62417 -2.13801 -4.73173 0.680
H -2.02440 -3.97547 -5.27188 0.545
C 5.37855 0.69186 0.03861 -0.631
C 4.01993 0.82412 0.17252 1.219
C 3.49056 1.39859 1.27806 -0.142
C 4.35465 1.61522 2.34192 0.664
C 5.73131 1.48051 2.26820 -0.848
C 6.25076 1.02425 1.07020 -1.229
N 3.75128 2.11521 3.56800 1.387
O 2.70766 2.71970 3.47712 -0.588
O 4.37491 1.86839 4.59210 -0.781
H 5.78628 0.26740 -0.86522 0.221
H 3.36504 0.60772 -0.65881 -0.264
H 2.42779 1.55007 1.42537 0.167
H 6.28076 1.72859 3.18248 0.619
H 7.33404 0.87914 0.94023 0.371
```